Entry from OMol25: 2 unconnected molecules or ions with the total composition C24H36F7N5O7S in a non-equilibrium geometry (wB97M-V/def2-TZVPD).

The geometry in XYZ format:
```
80
Properties=species:S:1:pos:R:3:lowdin_charge:R:1
C 5.0843 0.5024 3.0974 0.106
C 4.4673 1.5082 2.8390 -0.147
C 3.8023 2.7221 2.3174 -0.195
C 3.2867 2.4636 0.8693 -0.145
C 1.7942 2.8582 0.6655 -0.124
N 0.9155 1.6871 0.4650 -0.020
C 0.0191 1.3347 1.5670 -0.125
C -1.4880 1.5959 1.3056 -0.144
C -2.4333 0.5931 1.9922 -0.194
C -2.6069 0.8255 3.5291 -0.162
C -1.9711 -0.3634 4.3051 -0.201
C -1.3384 0.0811 5.6498 -0.167
C 0.0262 0.7629 5.4033 -0.232
O 0.3749 1.6317 6.4814 -0.186
C -0.1169 2.9376 6.2030 -0.107
C 1.0287 1.0953 -0.7159 -0.265
N 1.8476 1.5102 -1.6606 0.216
C 1.6921 0.6868 -2.7057 -0.262
S 2.6058 0.8072 -4.2281 0.779
O 1.6402 0.9710 -5.2683 -0.238
O 3.5465 1.8677 -4.2434 -0.207
C 3.3720 -0.8682 -4.5201 -0.479
F 2.7011 -1.5221 -5.4410 0.171
F 3.1964 -1.5732 -3.3836 0.113
C 4.8983 -0.8644 -4.8099 -0.384
F 5.5741 -0.0896 -3.9827 0.180
F 5.3146 -2.1113 -4.5510 0.167
C 5.2876 -0.5595 -6.3098 -0.579
F 6.3566 0.2155 -6.3068 0.200
F 5.6537 -1.6799 -6.8956 0.203
F 4.3236 0.0092 -6.9911 0.213
N 0.7692 -0.1996 -2.4082 -0.064
N 0.3272 -1.1834 -3.2915 0.195
N 0.3332 -0.0079 -1.1547 0.096
C -0.6505 -0.9038 -0.6129 -0.008
C -2.0764 -0.5736 -1.1392 -0.465
O -2.1806 0.2418 -2.0062 0.168
O -3.1192 -1.2530 -0.6250 0.108
C -2.9134 -2.6893 -0.5640 -0.423
C -2.3281 -3.3205 0.6933 0.040
O -3.2562 -3.3152 -1.5021 0.210
H 5.6202 -0.4169 3.1092 0.025
H 3.0277 3.0415 3.0237 0.102
H 4.5499 3.5215 2.2940 0.116
H 3.8613 3.1067 0.1985 0.115
H 3.4189 1.4051 0.6445 0.104
H 1.6741 3.5191 -0.1985 0.122
H 1.4867 3.4414 1.5361 0.118
H 0.3009 1.9365 2.4310 0.105
H 0.2319 0.2995 1.8770 0.124
H -1.7138 2.5759 1.7463 0.120
H -1.7041 1.6896 0.2352 0.107
H -3.4166 0.7207 1.5228 0.120
H -2.1581 -0.4571 1.8474 0.068
H -2.1842 1.7868 3.8369 0.100
H -3.6776 0.7642 3.7429 0.115
H -1.1693 -0.8456 3.7233 0.098
H -2.7022 -1.1424 4.5452 0.113
H -2.0158 0.7721 6.1624 0.115
H -1.1356 -0.7834 6.2918 0.114
H 0.8153 0.0191 5.2587 0.130
H -0.0844 1.3960 4.5069 0.078
H -1.1960 2.9441 6.0025 0.084
H 0.4539 3.3541 5.3579 0.084
H 0.1111 3.5425 7.0844 0.094
H -0.6894 -1.2696 -3.2355 0.118
H 0.5069 -0.8885 -4.2518 0.106
H -0.6426 -1.0053 0.4693 0.117
H -0.4268 -1.9063 -1.0102 0.144
H -2.5764 -2.7311 1.5805 0.082
H -1.2364 -3.2773 0.5735 0.082
H -2.5911 -4.3728 0.7665 0.105
C -6.1526 -2.6193 -4.4828 -0.160
C -5.9853 -4.0639 -3.9407 -0.618
O -7.1744 -4.6705 -3.9345 -0.334
H -6.8299 -2.0358 -3.8551 0.046
H -5.1781 -2.0989 -4.4946 0.030
H -6.5370 -2.6210 -5.5047 0.047
H -5.4649 -3.9425 -2.9545 0.053
H -5.1764 -4.5190 -4.5715 0.064
```

* net charge: 0
* HOMO level: -3.93 eV
* LUMO level: -2.42 eV
* frontier orbital gap: 0.0557 Eh
* energy above the lowest of the compared OMol25 structures with the same formula, charge and spin: 0.0 kJ/mol